The following is a quantum chemistry calculation of a single C21H20INO3 molecule in a non-equilibrium geometry, from the OMol25 dataset.

Geometry as ORCA input:
```
! wB97M-V def2-TZVPD RIJCOSX def2/J DEFGRID3
* xyz 0 1
C 5.58891 3.40490 0.11158
C 4.13638 2.79913 -0.12873
I 3.04107 4.23455 -1.36209
C 4.23402 1.36638 -0.80830
C 2.88382 0.87856 -1.42587
C 2.56150 1.09195 -2.85100
C 1.30837 0.68745 -3.47024
C 0.28597 -0.00006 -2.66005
C 0.62777 -0.24027 -1.26005
C 1.87261 0.18513 -0.61887
C 2.03708 -0.15745 0.89355
O 3.11396 -0.41453 1.38160
C 0.70672 -0.16742 1.72592
C 0.72326 0.26650 3.11360
C -0.54232 0.24589 3.85854
C -1.79285 -0.16254 3.19810
C -1.83432 -0.57588 1.77740
C -3.20204 -0.95802 1.14765
C -3.36132 -2.47695 0.79096
O -2.64683 -3.36012 1.18083
N -4.44646 -2.86373 -0.13457
C -5.61760 -1.96078 0.00925
C -3.96906 -2.72528 -1.54198
C -0.55628 -0.58552 1.07080
C -0.44116 -1.00897 -0.41100
O -1.06957 -1.89083 -0.95378
H 5.47046 4.30765 0.76454
H 6.21556 2.67514 0.70284
H 6.08197 3.72236 -0.83904
H 3.65153 2.76850 0.87958
H 4.65882 0.65671 -0.05686
H 4.96087 1.49565 -1.66451
H 3.33017 1.59268 -3.49603
H 1.05348 0.84535 -4.54523
H -0.69876 -0.33472 -3.05684
H 1.70201 0.58618 3.53955
H -0.49753 0.56391 4.92391
H -2.71608 -0.14448 3.83324
H -4.01569 -0.71787 1.89497
H -3.40477 -0.26696 0.27783
H -6.41278 -2.37280 -0.67910
H -5.42829 -0.90852 -0.36411
H -5.97496 -1.98629 1.06902
H -4.70024 -3.21817 -2.24568
H -3.93081 -1.63897 -1.86786
H -2.98660 -3.23745 -1.70347
*
```

Results
- electronic energy (a.u.) = -1390.3068
- HOMO energy (Eh) = -0.333
- gap between HOMO and LUMO (hartree) = 0.3021
- LUMO level (eV) = -0.84
- maximum force (eV/Å) = 3.173
- SMILES = C[C@@H](I)Cc1cccc2c1C(=O)c1cccc(CC(=O)N(C)C)c1C2=O

natural (NBO) charges in e: -0.641 -0.271 0.057 -0.482 0.047 -0.206 -0.193 -0.188 -0.094 -0.145 0.569 -0.520 -0.126 -0.185 -0.194 -0.185 0.005 -0.563 0.733 -0.511 -0.484 -0.437 -0.429 -0.037 0.548 -0.522 0.222 0.218 0.220 0.219 0.267 0.219 0.229 0.229 0.242 0.241 0.228 0.223 0.247 0.246 0.214 0.171 0.208 0.203 0.165 0.242